{
  "formula": "C2H3ClN2",
  "method": "wB97M-V/def2-TZVPD",
  "elements": ["C", "C", "N", "N", "Cl", "H", "H", "H"],
  "coordinates": [[0.74026, -1.10250, 0.17780], [0.81122, 0.22064, 0.58195], [0.67098, -2.19657, -0.17458], [-1.39343, 0.77722, -0.47492], [1.87225, 1.29257, -0.17159], [0.37668, 0.52925, 1.51987], [-1.15931, 0.46039, -1.41449], [-1.91866, 0.01899, -0.04404]],
  "atomic_forces_ev_per_a": [[0.1543, -0.1346, -0.1051], [-1.0004, 0.6806, 0.0046], [-0.0399, -0.5674, -0.1329], [0.6053, 0.4687, 0.5290], [0.1893, 0.0985, -0.0899], [0.0756, 0.0133, -0.0434], [0.0705, -0.2603, -0.1004], [-0.0548, -0.2989, -0.0619]],
  "nbo_charge": [0.17, -0.23, -0.26, -0.66, 0.11, 0.25, 0.31, 0.31],
  "e_above_lowest_kcal_mol": 91.45,
  "homo_ha": [-0.342, -0.407],
  "e_tot_ha": -647.5761,
  "multiplicity": 1
}

---

{
  "formula": "C2H5NOS2",
  "method": "wB97M-V/def2-TZVPD",
  "elements": ["C", "C", "N", "O", "S", "S", "H", "H", "H", "H", "H"],
  "coordinates": [[1.55866, 0.75226, 2.58153], [-1.65040, -0.80050, -1.54758], [1.72219, 0.42183, 1.44133], [2.37330, -0.49814, 0.68045], [1.06243, 1.49448, 3.96107], [-0.50072, 0.51173, -1.09210], [-2.63966, -0.43066, -1.31270], [-1.42867, -1.72576, -1.00681], [-1.40776, -1.04528, -2.61118], [-1.34488, 1.47868, -0.89177], [2.25551, -0.15864, -0.20225]],
  "atomic_forces_ev_per_a": [[1.0750, -1.2571, 3.3901], [0.8958, -0.4986, -0.8994], [-2.2006, 2.9632, -3.6476], [1.3822, -1.8230, 1.8421], [0.1123, -0.2230, -0.8832], [1.2380, -0.6041, 0.1419], [-0.2591, -0.3819, -0.4681], [-0.1320, 0.3769, 0.2881], [-1.0057, 0.3346, 0.7024], [-0.7837, 0.7372, 0.1444], [-0.3222, 0.3759, -0.6108]],
  "lowdin_spin": [0.43, 0.00, 0.48, 0.27, 0.79, 0.01, 0.00, 0.00, 0.00, 0.00, 0.01],
  "e_above_lowest_kcal_mol": 58.06,
  "homo_ha": [-0.220, -0.335],
  "e_tot_ha": -1005.3463,
  "multiplicity": 3
}

---

{
  "formula": "C36H52CaN3OP2S",
  "method": "wB97M-V/def2-TZVPD",
  "elements": ["C", "C", "C", "C", "C", "H", "H", "H", "N", "P", "P", "C", "H", "H", "C", "O", "C", "H", "C", "C", "C", "C", "C", "H", "H", "H", "C", "H", "H", "H", "C", "H", "H", "H", "C", "H", "H", "H", "C", "H", "H", "H", "C", "H", "H", "H", "C", "H", "H", "H", "C", "H", "H", "H", "C", "H", "H", "H", "C", "H", "H", "H", "C", "H", "H", "H", "C", "H", "H", "H", "Ca", "N", "C", "C", "C", "C", "C", "H", "C", "H", "C", "H", "H", "H", "S", "C", "N", "C", "C", "C", "C", "H", "H", "H", "H", "H"],
  "coordinates": [[2.26667, 0.43372, -1.68078], [0.61381, 2.02933, -2.17378], [3.12691, 0.96156, -2.63963], [1.46406, 2.63781, -3.09197], [2.72125, 2.08954, -3.32736], [4.10476, 0.48751, -2.79083], [1.12277, 3.51816, -3.63792], [3.37835, 2.55645, -4.06050], [1.07379, 0.97659, -1.45892], [2.12746, -0.51116, 0.95402], [-1.98116, 1.40676, -1.23068], [2.69976, -0.77184, -0.79766], [2.23798, -1.69487, -1.18299], [3.78653, -0.90859, -0.84200], [-1.47758, -0.75095, 1.53242], [-2.20021, -1.31523, 2.24594], [-0.79539, 2.43836, -2.01036], [-1.12485, 3.25352, -2.66037], [-2.71910, 0.28244, -2.58946], [-3.27287, 2.44724, -0.39327], [2.25638, -2.13251, 1.87952], [3.22871, 0.86822, 1.57099], [-3.35863, -0.97663, -1.93870], [-4.30590, -0.74252, -1.44206], [-3.57008, -1.71303, -2.73056], [-2.70217, -1.44655, -1.20681], [-3.77342, 1.01803, -3.42036], [-4.69009, 1.24640, -2.86963], [-3.37369, 1.93576, -3.85893], [-4.06322, 0.35660, -4.25968], [-1.56483, -0.09227, -3.52802], [-1.87160, -0.93102, -4.16292], [-1.30610, 0.75898, -4.17021], [-0.65729, -0.37774, -2.99967], [-4.45608, 1.54687, 0.03345], [-4.12275, 0.70251, 0.65271], [-5.14935, 2.15126, 0.63788], [-5.01495, 1.15935, -0.82109], [-2.69417, 3.10234, 0.86384], [-2.51344, 2.36468, 1.66699], [-1.74986, 3.62365, 0.65821], [-3.41213, 3.83156, 1.25359], [-3.70528, 3.56180, -1.33484], [-4.14312, 3.20228, -2.27072], [-4.47724, 4.16296, -0.82540], [-2.87254, 4.22619, -1.57210], [2.98965, 1.05449, 3.08505], [3.54006, 1.94652, 3.42137], [1.92696, 1.22319, 3.32039], [3.34955, 0.20285, 3.66877], [2.95259, 2.19648, 0.83500], [3.25819, 2.15736, -0.21257], [1.88522, 2.50074, 0.86509], [3.52038, 2.98997, 1.33617], [4.70101, 0.53912, 1.31434], [5.30606, 1.37451, 1.70550], [5.04344, -0.36906, 1.81944], [4.92325, 0.45521, 0.24765], [1.55104, -3.23334, 1.07108], [2.01479, -3.40559, 0.09537], [1.61012, -4.16936, 1.64262], [0.49031, -3.00077, 0.92315], [1.50375, -1.98529, 3.22519], [0.45627, -1.68307, 3.06418], [1.49936, -2.96496, 3.72411], [1.97342, -1.26460, 3.89833], [3.71591, -2.52319, 2.11647], [4.29614, -2.56395, 1.18826], [4.22161, -1.86262, 2.82922], [3.73354, -3.53836, 2.55818], [-0.19059, 0.27101, 0.22557], [-0.29411, -1.59846, -0.99181], [-0.26801, -2.54825, -1.68985], [-0.24017, -3.61643, -2.52936], [-0.51273, -4.91508, -2.04951], [0.06272, -3.42721, -3.89229], [-0.48175, -6.00393, -2.92661], [-0.75148, -5.06138, -0.98780], [0.09332, -4.52208, -4.76239], [0.27114, -2.41334, -4.26413], [-0.17851, -5.80576, -4.27899], [-0.69566, -7.00735, -2.55061], [0.32820, -4.36574, -5.81773], [-0.15536, -6.66031, -4.96214], [-0.05383, 2.36363, 2.08578], [-0.55167, 2.03246, 3.69639], [0.26046, 2.58743, 4.72061], [-0.10467, 2.39615, 6.03440], [-1.22263, 1.69696, 6.34869], [-2.03191, 1.15594, 5.34777], [-1.68904, 1.33881, 4.04103], [1.07324, 3.11382, 4.47194], [0.54937, 2.84343, 6.77165], [-1.49923, 1.56187, 7.40040], [-2.93676, 0.60507, 5.60460], [-2.33308, 0.92895, 3.24264]],
  "atomic_forces_ev_per_a": [[1.0383, -0.0941, -0.2982], [-3.1956, 0.4364, 0.3732], [0.6558, -1.4166, 0.8329], [1.4204, 0.4070, -0.9423], [-0.9866, 1.1231, -0.3741], [-0.4244, 0.3307, -0.0380], [0.1397, -0.2661, 0.1463], [-0.1308, -0.1249, 0.1504], [0.6366, -0.5620, -0.2139], [0.7262, -0.2654, 0.1404], [-0.5871, -0.2330, -0.8769], [-0.0601, 0.3222, -0.3166], [0.1522, 0.3644, 0.1667], [-0.2154, 0.0552, -0.1383], [-6.0821, -4.8431, 5.8873], [2.6749, 2.0728, -2.7659], [1.8546, -0.0854, -0.1694], [0.1498, -0.1319, 0.2364], [-0.6894, 0.3960, 0.6170], [-0.3253, -0.1500, -0.3845], [0.6535, 0.3445, 0.1672], [0.5887, -0.2837, 0.2673], [-0.0054, 0.2821, -0.5208], [0.1870, -0.0329, -0.1178], [-0.0074, 0.1062, 0.2078], [-0.0234, 0.0325, -0.0246], [-0.1947, -0.6386, -0.6223], [0.1947, -0.0314, -0.0429], [-0.0091, -0.0570, 0.0694], [0.0117, 0.2783, 0.1946], [-0.0212, 0.1862, -0.0903], [-0.0617, 0.0548, -0.0121], [-0.0578, -0.2162, 0.1363], [-0.0293, 0.0806, -0.0331], [0.0124, 0.4846, -0.0223], [-0.0140, 0.1261, -0.1439], [0.1083, -0.1563, -0.1250], [0.0666, 0.0354, 0.1541], [-0.0788, -0.1764, 0.0856], [-0.2083, 0.4038, -0.5602], [-0.4095, -0.1297, -0.0002], [-0.0526, -0.0028, -0.1136], [-0.8319, 0.4354, 0.0693], [0.1370, 0.0908, 0.2511], [0.1738, -0.0294, -0.1974], [-0.0086, -0.0679, 0.0440], [-0.0473, 0.1908, 0.0263], [-0.0267, -0.2062, -0.0924], [0.4499, -0.2111, -0.1995], [0.0562, 0.1197, -0.0916], [-0.8453, 0.0763, -0.1286], [0.0886, 0.0058, 0.1583], [1.0140, -0.2108, -0.1146], [-0.0028, -0.1459, -0.0607], [0.5376, 0.2884, 0.4113], [-0.0755, -0.2372, -0.1608], [-0.0810, 0.2412, -0.1504], [-0.0364, 0.0400, 0.1121], [-0.0303, 0.0513, 0.1336], [-0.0467, 0.0073, 0.1185], [0.0210, 0.1573, -0.0960], [0.2107, -0.0675, 0.0252], [0.0407, -0.1792, -0.2263], [0.3491, -0.0976, 0.0857], [-0.0229, 0.2108, -0.0507], [-0.1010, -0.1314, -0.1213], [-0.0091, -0.8481, 0.4859], [-0.1043, 0.0664, 0.1182], [-0.1638, -0.1099, -0.1825], [0.1090, 0.3336, -0.1477], [1.9596, 3.7062, -1.4172], [-0.0436, -4.2459, -2.5051], [-0.2159, 4.7810, 3.5697], [0.0770, -2.7920, -2.1377], [-0.0345, -0.2413, -0.0246], [0.1037, 0.0444, -0.3385], [0.0205, 0.3459, 0.1561], [0.1160, 0.0627, -0.5220], [-0.0441, 0.2202, 0.3200], [-0.1076, -0.5513, 0.2066], [-0.0106, 0.0989, 0.0978], [0.0788, 0.3810, -0.1396], [-0.0855, -0.0595, 0.3916], [-0.0108, 0.3380, 0.2769], [0.0138, -0.2342, 1.6321], [2.7587, 2.0267, -0.9079], [-2.9283, -1.8824, 0.3871], [0.7759, 0.5512, -0.9427], [-0.2744, -0.1679, 1.3115], [-0.2354, -0.1014, -0.0329], [-1.3906, -1.0397, -0.1186], [0.3302, 0.2161, -0.2926], [-0.0706, -0.0424, -0.0076], [0.2503, 0.1257, -0.4862], [0.2426, 0.1577, -0.0184], [0.5695, 0.5037, 0.6375]],
  "mulliken_charge": [-0.26, 0.20, -0.83, -0.91, -0.94, 0.49, 0.52, 0.41, 1.78, 0.38, 1.35, -1.56, 0.49, 0.86, -0.71, -0.32, -1.62, 0.30, 2.01, 2.26, 1.95, 2.19, -1.58, 0.32, 0.52, 0.03, -2.01, 0.31, 0.39, 0.51, -1.14, 0.64, 0.34, -0.38, -1.89, 0.22, 0.53, 0.31, -1.80, -0.06, 0.31, 0.63, -1.90, 0.31, 0.54, 0.37, -1.96, 0.59, 0.33, 0.18, -1.51, 0.32, 0.01, 0.62, -1.83, 0.53, 0.27, 0.32, -1.85, 0.35, 0.68, 0.07, -1.36, 0.08, 0.50, 0.30, -1.91, 0.31, 0.34, 0.50, 1.84, -0.52, 0.66, -0.17, -0.44, -0.23, -0.72, 0.43, -0.82, 0.41, -0.34, 0.40, 0.41, 0.40, -0.15, 0.53, 0.04, -0.42, -0.58, -0.71, -0.15, 0.29, 0.44, 0.39, 0.47, 0.13],
  "e_above_lowest_kcal_mol": 66.82,
  "charge": 1,
  "homo_ha": -0.303,
  "e_tot_ha": -3400.7599,
  "multiplicity": 1
}

---

{
  "formula": "C3H8N2S",
  "method": "wB97M-V/def2-TZVPD",
  "elements": ["C", "C", "C", "H", "H", "H", "H", "H", "H", "H", "H", "N", "N", "S"],
  "coordinates": [[0.84309, 1.60113, -2.17876], [0.55666, -0.72817, -0.12953], [-0.94973, -0.36565, 0.08807], [1.36978, 1.05034, -3.01124], [0.93059, 2.80957, -2.31387], [-0.25391, 1.38878, -2.23157], [1.90569, 2.12763, -0.53586], [0.84409, -1.83907, 0.19383], [-1.53000, -0.96015, -0.63621], [-0.94033, 0.68014, -0.00962], [-1.14965, 0.17308, 2.47285], [1.17803, 1.44881, -0.70895], [1.59169, 0.12425, -0.28261], [-1.45403, -1.21785, 1.64587]],
  "atomic_forces_ev_per_a": [[-1.2357, 2.5084, 0.7095], [2.7392, 0.6255, 1.2892], [2.0563, -3.3783, -0.9310], [-0.0225, 0.4225, 1.3447], [-0.1484, -3.0226, -0.0919], [0.8594, 0.0491, -0.4466], [0.4730, -0.6591, 0.3485], [-0.3979, 2.5871, -0.8749], [0.0506, 0.9156, -0.2044], [-0.9993, 1.3722, 0.2253], [-0.7256, -3.5304, -1.5602], [-0.2220, -0.5626, -0.9822], [-3.2371, -1.9601, -0.5767], [0.8101, 4.6327, 1.7505]],
  "nbo_charge": [-0.44, 0.07, -0.60, 0.20, 0.20, 0.19, 0.36, 0.20, 0.23, 0.25, 0.16, -0.52, -0.27, -0.04],
  "e_above_lowest_kcal_mol": 98.73,
  "homo_ha": -0.316,
  "e_tot_ha": -626.6659,
  "smiles": "CN/N=C\\CS",
  "multiplicity": 1
}